No. 1
Computed, not measured: C22H30N2 in the gas phase, with ωB97M-V/def2-TZVPD.

LUMO level: 0.615 eV
energy: -26281.8249 eV
energy relative to the best compared isomer or geometry (same formula, charge and spin): 11.75 kJ/mol
structure (SMILES): c1ccc2c(C[C@@H]3CNCCN3CC3CCCCC3)cccc2c1
gap between HOMO and LUMO: 0.3122 Ha

Geometry as ORCA input:
```
! wB97M-V def2-TZVPD RIJCOSX def2/J DEFGRID3
* xyz 0 1
C 3.1109 2.2824 1.3296
C 2.5158 2.4276 0.0682
C 2.0039 1.3432 -0.5881
C 2.0599 0.0503 -0.0237
C 1.5616 -1.1077 -0.6789
C 0.9964 -1.0625 -2.0688
C -0.5429 -0.9070 -2.0940
C -1.0708 -1.1365 -3.5225
N -0.6162 -0.1353 -4.4712
C -0.5170 1.1990 -3.8855
C -1.3891 1.3133 -2.6432
N -0.9766 0.3940 -1.5878
C -2.0131 0.2958 -0.5713
C -1.4725 -0.1114 0.8048
C -0.9179 1.1018 1.5506
C -0.3793 0.7011 2.9197
C -1.4730 0.0387 3.7507
C -2.0251 -1.1765 3.0134
C -2.5664 -0.7719 1.6456
C 1.6073 -2.3172 -0.0279
C 2.1484 -2.4446 1.2572
C 2.6711 -1.3526 1.8887
C 2.6411 -0.0872 1.2671
C 3.1654 1.0510 1.9160
H 3.5148 3.1490 1.8327
H 2.4587 3.4090 -0.3808
H 1.5193 1.4840 -1.5396
H 1.2299 -2.0090 -2.5648
H 1.4631 -0.2642 -2.6409
H -0.9571 -1.6904 -1.4479
H -0.7810 -2.1248 -3.8831
H -2.1669 -1.1043 -3.4964
H 0.2758 -0.4036 -4.8691
H 0.5159 1.4666 -3.6228
H -0.8623 1.9249 -4.6315
H -2.4376 1.1469 -2.9425
H -1.3136 2.3296 -2.2426
H -2.4840 1.2780 -0.4809
H -2.7999 -0.4144 -0.8843
H -0.6595 -0.8297 0.6666
H -0.1282 1.5602 0.9552
H -1.7161 1.8378 1.6806
H 0.0059 1.5822 3.4376
H 0.4478 0.0011 2.7902
H -1.0747 -0.2640 4.7216
H -2.2808 0.7530 3.9280
H -2.8174 -1.6446 3.6022
H -1.2258 -1.9096 2.8805
H -2.9526 -1.6538 1.1279
H -3.3955 -0.0712 1.7743
H 1.2232 -3.2000 -0.5211
H 2.1605 -3.4142 1.7341
H 3.1091 -1.4390 2.8732
H 3.6072 0.9269 2.8949
*
```



No. 2
Computed, not measured: C22H30N2O5 in the gas phase, with ωB97M-V/def2-TZVPD.

LUMO level: 0.048 eV
energy: -36519.2460 eV
energy relative to the best compared isomer or geometry (same formula, charge and spin): 135.57 kJ/mol
structure (SMILES): CCCCc1cc(=O)oc2cc(C)cc(OCC(=O)NCCN3CCOCC3)c12
gap between HOMO and LUMO: 0.3236 Ha

Geometry as ORCA input:
```
! wB97M-V def2-TZVPD RIJCOSX def2/J DEFGRID3
* xyz 0 1
C 1.7974 1.9935 -4.1150
C 2.5797 2.8366 -3.1154
C 1.9878 2.8022 -1.7071
C 2.1684 1.4406 -1.0213
C 1.6803 1.5106 0.3933
C 2.5911 1.7083 1.3771
C 2.2486 1.8520 2.7713
O 3.0248 2.0196 3.6784
O 0.9111 1.7950 3.0670
C -0.0299 1.5980 2.1213
C -1.3401 1.5554 2.5904
C -2.3853 1.3442 1.7152
C -3.8020 1.3156 2.1923
C -2.1017 1.1626 0.3635
C -0.8065 1.1958 -0.1218
O -0.5156 0.9857 -1.4366
C -1.5666 0.7385 -2.3437
C -2.3357 -0.5612 -2.0630
O -3.5039 -0.6919 -2.3607
N -1.5765 -1.5186 -1.5061
C -2.1202 -2.7318 -0.9468
C -1.8341 -2.7653 0.5580
N -0.4160 -2.5561 0.8088
C -0.1528 -2.0725 2.1567
C 1.3410 -1.7799 2.2991
O 2.1141 -2.9288 2.0524
C 1.8587 -3.4184 0.7599
C 0.3785 -3.7532 0.5728
C 0.2817 1.4334 0.7572
H 0.7612 2.3222 -4.1559
H 2.2271 2.0924 -5.1092
H 1.8176 0.9417 -3.8415
H 3.6163 2.4942 -3.0812
H 2.5868 3.8730 -3.4605
H 0.9259 3.0466 -1.7537
H 2.4808 3.5622 -1.0959
H 1.6343 0.6746 -1.5770
H 3.2318 1.1924 -1.0140
H 3.6452 1.7725 1.1568
H -1.5064 1.6898 3.6469
H -3.8545 1.0127 3.2347
H -4.2374 2.3115 2.1084
H -4.4019 0.6379 1.5893
H -2.9285 0.9847 -0.3047
H -1.0820 0.6519 -3.3211
H -2.2783 1.5713 -2.3829
H -0.6427 -1.2965 -1.1877
H -3.1958 -2.7332 -1.1344
H -1.6756 -3.5964 -1.4485
H -2.3773 -1.9436 1.0319
H -2.1996 -3.7132 0.9843
H -0.7203 -1.1544 2.3226
H -0.4470 -2.8173 2.9155
H 1.5772 -1.4565 3.3136
H 1.6216 -0.9874 1.5889
H 2.4729 -4.3123 0.6409
H 2.1564 -2.6673 0.0111
H 0.2162 -4.1040 -0.4471
H 0.0998 -4.5596 1.2735
*
```



No. 3
Computed, not measured: a molecular structure, C22H30N6OW, with ωB97M-V/def2-TZVPD.

LUMO level (alpha / beta): -13.359 / -13.733 eV
energy: -36074.9385 eV
gap between HOMO and LUMO (alpha / beta): 0.2807 / 0.2701 Ha

Geometry as ORCA input:
```
! wB97M-V def2-TZVPD RIJCOSX def2/J DEFGRID3
* xyz 4 3
W 0.5807 -0.1092 -0.6666
C 3.2921 -0.6222 -2.2134
C 3.0090 -1.8394 -1.3780
N 2.3685 -1.3480 -0.1133
C 1.9637 -2.4731 0.7856
C 0.6977 -3.0363 0.2294
C 0.2724 -4.3297 0.3946
C -0.8956 -4.7401 -0.2436
C -1.5780 -3.8547 -1.0726
C -1.1086 -2.5710 -1.1997
C -1.7082 -1.5294 -2.0863
N -0.6175 -0.5846 -2.4644
C 0.2668 -1.0532 -3.5723
C 1.3382 -0.0021 -3.6998
N 2.0377 0.2045 -2.3735
N -0.0092 -2.1535 -0.5202
H 3.6869 -0.8967 -3.1900
H 4.0399 0.0061 -1.7294
H 3.9279 -2.3819 -1.1521
H 2.3272 -2.5307 -1.8697
H 3.1014 -0.8379 0.3741
H 1.8033 -2.0785 1.7875
H 2.7503 -3.2249 0.8425
H 0.8521 -5.0225 0.9927
H -1.2475 -5.7587 -0.1301
H -2.4519 -4.1725 -1.6287
H -2.4737 -0.9658 -1.5519
H -2.1747 -1.9652 -2.9690
H -1.0708 0.2706 -2.7847
H -0.2930 -1.1439 -4.5033
H 0.6621 -2.0377 -3.3250
H 0.8912 0.9520 -3.9808
H 2.0645 -0.2582 -4.4694
H 2.3487 1.1752 -2.3792
C -2.1256 3.5725 3.2850
N -2.1057 3.1649 1.8700
N -1.2908 2.1845 1.3682
C -1.5008 2.1274 0.0274
O -0.8502 1.2057 -0.6885
C -2.4331 3.0530 -0.3317
C -2.7996 3.7009 0.8621
C -3.7747 4.8053 1.0542
C -0.3410 1.4048 2.0553
C -0.5851 0.8737 3.2988
C 0.4454 0.2170 3.9800
C 1.7194 0.0966 3.4269
C 1.9502 0.6056 2.1662
C 0.9105 1.1959 1.4053
H -1.1248 3.5148 3.7045
H -2.8236 2.9635 3.8551
H -2.4451 4.6091 3.3173
H -2.8186 3.2617 -1.3169
H -4.2920 5.0092 0.1208
H -3.2686 5.7223 1.3679
H -4.5153 4.5555 1.8163
H -1.5529 0.9871 3.7705
H 0.2541 -0.1682 4.9757
H 2.5273 -0.3380 4.0036
H 2.9636 0.6333 1.7832
H 1.2234 1.9552 0.6835
*
```



No. 4
Computed, not measured: a gas-phase ion, C22H30NO4 (charge +1), with ωB97M-V/def2-TZVPD.

LUMO level: -2.111 eV
energy: -32974.1611 eV
energy relative to the best compared isomer or geometry (same formula, charge and spin): 123.71 kJ/mol
structure (SMILES): C/C=C/c1ccc(OC[C@@H](O)C[NH2+]CCc2ccc(OC)cc2)c(OC)c1
gap between HOMO and LUMO: 0.3154 Ha

Geometry as ORCA input:
```
! wB97M-V def2-TZVPD RIJCOSX def2/J DEFGRID3
* xyz 1 1
C 4.1377 5.5692 -2.7195
C 3.4738 4.3354 -2.2258
C 2.2401 3.9651 -2.5683
C 1.5215 2.7800 -2.1308
C 0.2214 2.5709 -2.5916
C -0.4936 1.4581 -2.2012
C 0.0631 0.5215 -1.3450
O -0.6818 -0.5838 -0.9322
C -1.0067 -1.5260 -1.9378
C 0.0238 -2.6775 -1.9884
O 1.3361 -2.2021 -2.1800
C 0.0615 -3.4609 -0.6701
N 0.4095 -2.5519 0.4337
C 0.7096 -3.1956 1.7258
C 0.6088 -2.1429 2.8330
C -0.7473 -1.4859 2.7822
C -1.8693 -2.1350 3.2934
C -3.1169 -1.5639 3.1944
C -3.2846 -0.3180 2.5779
O -4.5500 0.1476 2.5286
C -4.7921 1.4207 1.9725
C -2.1665 0.3373 2.0694
C -0.9167 -0.2500 2.1720
C 1.3687 0.7125 -0.8676
O 1.8719 -0.2481 -0.0111
C 3.2103 -0.1143 0.4260
C 2.0748 1.8340 -1.2640
H 3.4920 6.1258 -3.3932
H 5.0599 5.3146 -3.2416
H 4.4093 6.2086 -1.8798
H 4.0708 3.7380 -1.5499
H 1.6838 4.5996 -3.2464
H -0.2328 3.2887 -3.2564
H -1.5038 1.3073 -2.5522
H -1.9926 -1.9319 -1.6935
H -1.0616 -1.0438 -2.9194
H -0.2687 -3.3666 -2.7940
H 1.4169 -1.7706 -3.0369
H 0.8339 -4.2298 -0.7487
H -0.9020 -3.9334 -0.4743
H 1.1851 -1.9292 0.1112
H -0.3653 -1.8735 0.5915
H 1.7002 -3.6516 1.6901
H -0.0324 -3.9786 1.8987
H 0.7598 -2.6308 3.7957
H 1.3900 -1.3933 2.7049
H -1.7582 -3.0898 3.7858
H -3.9888 -2.0545 3.5954
H -4.2563 2.2033 2.5171
H -4.5150 1.4548 0.9142
H -5.8636 1.5837 2.0695
H -2.2518 1.3016 1.5961
H -0.0603 0.2834 1.7864
H 3.3457 0.7931 1.0194
H 3.9053 -0.1122 -0.4168
H 3.4128 -0.9824 1.0521
H 3.0772 1.9886 -0.9044
*
```



No. 5
Computed, not measured: a molecular structure, C22H30NiO2Si, with ωB97M-V/def2-TZVPD.

LUMO level (alpha / beta): 0.325 / -0.810 eV
energy: -76309.2750 eV
energy relative to the best compared isomer or geometry (same formula, charge and spin): 0.00 kJ/mol
gap between HOMO and LUMO (alpha / beta): 0.2439 / 0.2350 Ha

Geometry as ORCA input:
```
! wB97M-V def2-TZVPD RIJCOSX def2/J DEFGRID3
* xyz 0 3
C -0.2268 -0.2784 -1.6188
C -1.2487 0.0186 -2.5348
C -1.1098 1.4448 -2.8835
H -1.9996 -0.6653 -2.9588
C -0.1124 2.0174 -1.9640
C 0.4752 0.9355 -1.2873
H 1.3199 0.9790 -0.6084
H 0.0378 -1.2621 -1.2247
H -1.6166 1.9875 -3.7478
H 0.1203 3.0852 -1.8800
Ni -2.6680 2.4881 -2.5410
C -1.6002 2.4162 2.3438
H -0.5091 2.5068 2.4398
H -1.9454 1.7461 3.1629
H -1.7904 1.8645 1.3943
Si -3.8680 1.6341 -1.0466
C -5.6653 1.3248 -0.7196
C -6.0714 0.7457 -1.9428
H -5.3002 0.4810 -2.6700
C -7.4032 0.4598 -2.2164
H -7.6453 0.0445 -3.1909
C -8.3806 0.6754 -1.2383
H -9.4286 0.4409 -1.4670
C -7.9840 1.1774 0.0102
H -8.7560 1.2955 0.7784
C -6.6403 1.5092 0.2819
H -6.3676 1.8921 1.2690
C -3.6550 3.5432 -1.3363
C -4.8546 4.0810 -1.8721
H -5.7775 3.5329 -1.7067
C -4.8162 5.3682 -2.3695
H -5.7250 5.7952 -2.7646
C -3.6580 6.1383 -2.2980
H -3.6627 7.1267 -2.7365
C -2.5556 5.6803 -1.5834
H -1.7491 6.3759 -1.3870
C -2.5015 4.3696 -1.1020
H -1.7445 4.0543 -0.3798
H -2.8532 0.9678 -0.0789
H -2.0276 3.3882 2.4940
C -0.7378 -2.3721 0.9744
O -1.5394 -1.3438 1.5660
C -1.2148 -1.1118 2.9312
C 0.1699 -0.4950 3.1515
O 0.4669 0.3101 2.0190
C 1.6110 1.1534 2.1282
H -0.8941 -3.3448 1.4796
H 0.3370 -2.1153 1.0222
H -1.0662 -2.4303 -0.0659
H -1.2582 -2.0584 3.5018
H -1.9951 -0.4229 3.2903
H 0.1296 0.0918 4.0878
H 0.9144 -1.3065 3.2400
H 1.6859 1.6928 3.0885
H 2.5355 0.5764 1.9661
H 1.5131 1.8908 1.3187
*
```



No. 6
Computed, not measured: 3 unconnected molecules or ions with the total composition C22H31BrClN3O10P, with ωB97M-V/def2-TZVPD.

LUMO level: 1.322 eV
energy: -140107.1870 eV
energy relative to the best compared isomer or geometry (same formula, charge and spin): 0.00 kJ/mol
gap between HOMO and LUMO: 0.2198 Ha

Geometry as ORCA input:
```
! wB97M-V def2-TZVPD RIJCOSX def2/J DEFGRID3
* xyz -1 1
C 5.4908 -0.4000 0.6633
C 5.8711 -1.1591 -0.6171
O 5.1923 -2.3795 -0.7734
C 5.5477 -3.3646 0.1483
C 4.4706 -4.4524 0.1006
O 3.1858 -3.8763 0.1180
C 2.7742 -3.5051 1.4032
C 1.4325 -2.7735 1.3211
O 1.4020 -2.0144 0.1427
C 0.4102 -1.0100 0.1519
P -0.7161 -0.9378 -1.3831
C -1.6037 0.5716 -0.6615
Br 0.9450 0.6267 -2.4228
C -1.9987 -2.2305 -0.6895
C -3.3917 -1.7471 -0.6070
O -4.1756 -1.6679 -1.5053
Cl -3.9562 -1.2007 1.0421
O 0.0936 -2.4280 -2.1024
N 0.8256 -2.2705 -3.2236
O 1.6161 -3.1468 -3.3623
H 5.3223 0.6545 0.4751
H 4.6030 -0.8712 1.0844
H 6.2705 -0.5316 1.4175
H 5.5555 -0.5496 -1.4632
H 6.9587 -1.2686 -0.7211
H 6.5251 -3.8133 -0.0840
H 5.6067 -2.9888 1.1783
H 4.5904 -5.1512 0.9363
H 4.5416 -4.9412 -0.8702
H 2.6146 -4.4071 2.0137
H 3.4945 -2.8537 1.9119
H 1.3378 -2.1063 2.1854
H 0.6191 -3.5110 1.3219
H 0.8828 -0.0289 0.2017
H -0.2445 -1.1303 1.0210
H -1.4375 -0.8220 -2.5954
H -0.9474 1.4360 -0.7277
H -2.4871 0.8149 -1.2537
H -1.8416 0.4533 0.3967
H -2.0165 -3.0484 -1.4062
H -1.7038 -2.6376 0.2751
C -3.6614 5.6799 -5.7951
C -2.3735 5.9516 -6.2384
C -1.3105 5.1732 -5.8061
C -1.5605 4.1302 -4.9365
C -2.8318 3.8461 -4.4786
C -3.8887 4.6310 -4.9140
N -0.4369 3.2759 -4.4831
O 0.6746 3.5661 -4.8889
O -0.7037 2.3584 -3.7478
H -4.4899 6.2863 -6.1382
H -2.1962 6.7695 -6.9240
H -0.3040 5.3725 -6.1419
H -2.9936 3.0247 -3.7956
H -4.8910 4.4202 -4.5665
C -4.3216 0.9788 6.9582
C -3.4634 2.0575 6.7885
C -2.4243 1.9820 5.8747
C -2.2674 0.8206 5.1437
C -3.1055 -0.2663 5.2994
C -4.1405 -0.1815 6.2173
N -1.1769 0.7390 4.1513
O -0.4463 1.7020 4.0398
O -1.0909 -0.2852 3.5121
H -5.1354 1.0436 7.6686
H -3.6052 2.9608 7.3661
H -1.7503 2.8132 5.7319
H -2.9564 -1.1605 4.7124
H -4.8085 -1.0214 6.3501
*
```



Repeat the third record exactly.
Computed, not measured: a molecular structure, C22H30N6OW, with ωB97M-V/def2-TZVPD.

LUMO level (alpha / beta): -13.359 / -13.733 eV
energy: -36074.9385 eV
gap between HOMO and LUMO (alpha / beta): 0.2807 / 0.2701 Ha

Geometry as ORCA input:
```
! wB97M-V def2-TZVPD RIJCOSX def2/J DEFGRID3
* xyz 4 3
W 0.5807 -0.1092 -0.6666
C 3.2921 -0.6222 -2.2134
C 3.0090 -1.8394 -1.3780
N 2.3685 -1.3480 -0.1133
C 1.9637 -2.4731 0.7856
C 0.6977 -3.0363 0.2294
C 0.2724 -4.3297 0.3946
C -0.8956 -4.7401 -0.2436
C -1.5780 -3.8547 -1.0726
C -1.1086 -2.5710 -1.1997
C -1.7082 -1.5294 -2.0863
N -0.6175 -0.5846 -2.4644
C 0.2668 -1.0532 -3.5723
C 1.3382 -0.0021 -3.6998
N 2.0377 0.2045 -2.3735
N -0.0092 -2.1535 -0.5202
H 3.6869 -0.8967 -3.1900
H 4.0399 0.0061 -1.7294
H 3.9279 -2.3819 -1.1521
H 2.3272 -2.5307 -1.8697
H 3.1014 -0.8379 0.3741
H 1.8033 -2.0785 1.7875
H 2.7503 -3.2249 0.8425
H 0.8521 -5.0225 0.9927
H -1.2475 -5.7587 -0.1301
H -2.4519 -4.1725 -1.6287
H -2.4737 -0.9658 -1.5519
H -2.1747 -1.9652 -2.9690
H -1.0708 0.2706 -2.7847
H -0.2930 -1.1439 -4.5033
H 0.6621 -2.0377 -3.3250
H 0.8912 0.9520 -3.9808
H 2.0645 -0.2582 -4.4694
H 2.3487 1.1752 -2.3792
C -2.1256 3.5725 3.2850
N -2.1057 3.1649 1.8700
N -1.2908 2.1845 1.3682
C -1.5008 2.1274 0.0274
O -0.8502 1.2057 -0.6885
C -2.4331 3.0530 -0.3317
C -2.7996 3.7009 0.8621
C -3.7747 4.8053 1.0542
C -0.3410 1.4048 2.0553
C -0.5851 0.8737 3.2988
C 0.4454 0.2170 3.9800
C 1.7194 0.0966 3.4269
C 1.9502 0.6056 2.1662
C 0.9105 1.1959 1.4053
H -1.1248 3.5148 3.7045
H -2.8236 2.9635 3.8551
H -2.4451 4.6091 3.3173
H -2.8186 3.2617 -1.3169
H -4.2920 5.0092 0.1208
H -3.2686 5.7223 1.3679
H -4.5153 4.5555 1.8163
H -1.5529 0.9871 3.7705
H 0.2541 -0.1682 4.9757
H 2.5273 -0.3380 4.0036
H 2.9636 0.6333 1.7832
H 1.2234 1.9552 0.6835
*
```



Q: Among the records above, which one has the highest energy?
A: C22H30N2



Q: Number 4 is which compound?
A: C22H30NO4